Record 1
89
Properties=species:S:1:pos:R:3:mulliken_charge:R:1 method="wB97M-V/def2-TZVPD" homo_energy_ev=-9.71 relative_energy_kcal_mol=11.09 total_charge=+1 gap_ha=0.21323 max_force_ev_per_a=0.6
Zr 1.0047 0.1745 0.8654 -1.178
C -2.2344 1.0839 -1.5012 -0.738
C -1.1918 0.1569 -2.0662 1.285
C -0.9689 -1.1236 -1.5302 0.599
C -0.1431 -2.0439 -2.1783 0.041
C -0.0608 -3.4747 -1.7178 -1.861
C 0.5152 -1.6544 -3.3399 -0.409
C 0.3485 -0.3796 -3.8672 0.671
C 0.9835 0.0214 -5.1692 -1.830
C -0.4938 0.5143 -3.2111 -0.610
H -2.4785 1.8596 -2.2262 0.487
H -1.8973 1.5803 -0.5886 -0.284
H -3.1468 0.5391 -1.2657 0.059
H -1.5822 -1.4593 -0.6992 -0.285
H 0.9727 -3.8290 -1.6792 0.282
H -0.5878 -4.1250 -2.4186 0.550
H -0.5109 -3.6095 -0.7358 0.223
H 1.1358 -2.3721 -3.8697 0.384
H 0.2116 0.1956 -5.9211 0.432
H 1.6540 -0.7500 -5.5456 0.357
H 1.5435 0.9527 -5.0640 0.324
H -0.6611 1.4959 -3.6426 0.449
N 3.8623 -2.5575 -1.2293 0.030
C 4.1403 -2.1589 -2.5661 0.164
C 4.6642 -3.0697 -3.4638 -0.746
C 4.9492 -2.6635 -4.7612 -0.727
C 4.6891 -1.3610 -5.1553 -0.727
C 4.1253 -0.4616 -4.2581 -0.829
C 3.8572 -0.8612 -2.9607 0.827
S 3.2519 0.2837 -1.7652 -0.085
N 2.4452 -0.7840 -0.6729 0.135
C 2.9076 -1.9769 -0.4745 0.833
C 2.3198 -2.7811 0.6291 0.352
C 2.9132 -3.9327 1.1136 -1.081
C 2.2627 -4.6587 2.0981 -0.886
C 1.0390 -4.2137 2.5557 -1.060
C 0.5363 -3.0282 2.0478 -0.440
N 1.1647 -2.3145 1.1110 1.201
H 4.0618 -3.5226 -1.0321 0.171
H 4.8676 -4.0875 -3.1500 0.424
H 5.3787 -3.3690 -5.4593 0.433
H 4.9199 -1.0399 -6.1621 0.432
H 3.9085 0.5546 -4.5633 0.558
H 3.8821 -4.2634 0.7658 0.640
H 2.7111 -5.5586 2.4971 0.458
H 0.4880 -4.7525 3.3131 0.522
H -0.4005 -2.6281 2.4098 0.343
S 1.9633 5.1398 5.3635 -0.148
C 2.0272 3.7662 4.4960 0.123
S 3.0656 3.5332 3.1208 -0.097
C 2.5879 1.8977 2.7564 0.781
C 1.6628 1.3504 3.5725 -0.235
S 0.9826 -0.2422 3.3426 -0.316
S 1.0935 2.3455 4.8867 -0.003
S 3.2124 1.0895 1.3436 -0.352
Te -2.1247 -0.4064 2.1030 1.038
C -2.4745 1.0977 3.5214 0.696
C -2.7046 2.4208 3.1649 -0.300
C -2.8834 3.3763 4.1565 -0.826
C -2.8168 3.0147 5.4941 -0.668
C -2.5837 1.6925 5.8464 -0.663
C -2.4194 0.7280 4.8622 -0.697
C -3.9308 -0.3815 1.0292 0.309
C -4.2153 -1.5110 0.2726 -0.243
C -5.3300 -1.5215 -0.5571 -0.694
C -6.1661 -0.4163 -0.6101 -0.559
C -5.8883 0.7001 0.1678 -0.759
C -4.7651 0.7270 0.9821 -0.224
H -2.7185 2.7204 2.1249 0.484
H -3.0629 4.4074 3.8781 0.443
H -2.9449 3.7651 6.2634 0.422
H -2.5327 1.4075 6.8891 0.428
H -2.2412 -0.3026 5.1399 0.379
H -3.5800 -2.3892 0.3265 0.397
H -5.5475 -2.3997 -1.1514 0.407
H -7.0396 -0.4274 -1.2488 0.403
H -6.5434 1.5613 0.1349 0.428
H -4.5488 1.6116 1.5655 0.364
F -0.2276 6.3314 0.0062 -0.353
C -0.0460 5.0121 0.1674 -0.002
C 0.2905 4.2465 -0.9352 -0.954
C 0.4730 2.8839 -0.7564 0.096
C 0.3227 2.2643 0.4923 0.850
C -0.0189 3.0967 1.5737 -0.037
C -0.2069 4.4638 1.4241 -1.140
H 0.4107 4.7222 -1.8998 0.506
H 0.7469 2.2939 -1.6278 0.408
H -0.1720 2.6840 2.5603 0.858
H -0.4627 5.1000 2.2631 0.563



Record 2
102
Properties=species:S:1:pos:R:3:mulliken_charge:R:1 method="wB97M-V/def2-TZVPD" homo_energy_ev=-10.17 total_charge=+1 gap_ha=0.29044 max_force_ev_per_a=2.9
C 2.5946 2.3852 2.7657 -1.100
C 2.2570 3.7411 2.1151 -0.500
C 0.7664 3.8513 1.8435 -0.815
O 0.3985 2.7724 0.9775 0.095
C -0.6483 2.9731 0.0849 0.527
C -2.0412 2.9323 0.7402 -1.065
C -2.4395 4.0967 1.6424 -0.869
C -2.5391 5.4519 0.9844 -0.333
O -1.7829 6.3450 1.2596 -0.481
O -1.9848 1.7394 1.5754 -0.324
C -2.8870 0.7488 1.3234 0.777
C -2.6730 0.0400 -0.0206 0.936
C -3.6764 -0.3051 -0.9057 -0.749
C -3.3241 -0.9701 -2.0702 -0.940
N -2.0877 -1.3114 -2.4001 -0.546
C -1.1354 -0.9473 -1.5478 -1.166
C -1.3646 -0.2876 -0.3572 -0.180
S -2.4869 -0.5009 2.6558 1.344
O -2.9165 -0.0513 3.9267 -0.638
O -1.0826 -0.7370 2.5234 -0.519
F -3.2317 -1.7824 2.2286 -0.220
S -4.6586 1.1935 1.6611 1.366
O -5.3913 -0.0220 1.5609 -0.585
O -4.7453 1.9628 2.8436 -0.598
F -5.0227 2.0766 0.4344 -0.191
N -0.4283 4.1073 -0.8025 0.510
C 0.9482 4.1285 -1.3187 -2.095
C 1.5566 2.7797 -1.7355 1.611
C 2.4245 2.8531 -2.9780 -0.195
O 2.2135 3.6034 -3.8862 -0.464
N 3.5425 1.9420 -3.0168 -0.273
C 3.2271 0.5917 -3.2943 0.156
C 2.0049 0.2041 -3.8234 0.103
C 1.7684 -1.1291 -4.0993 -0.769
C 2.7262 -2.0946 -3.8624 -0.583
C 3.9439 -1.7146 -3.3166 -0.605
C 4.1827 -0.3854 -3.0378 -0.396
C -1.4730 4.2969 -1.7965 -0.827
C -1.7331 3.1585 -2.7740 0.464
O -2.5860 2.3330 -2.5624 -0.532
O -0.9796 3.1596 -3.8878 -0.108
C -1.4899 2.4005 -4.9723 0.761
C -2.2062 3.2496 -5.9670 -1.145
O -1.2854 1.2370 -5.0526 -0.444
H 2.8679 1.6365 2.0270 0.233
H 1.7003 2.0056 3.2630 0.228
H 3.3538 2.4846 3.5359 0.392
H 2.8015 3.8650 1.1807 0.244
H 2.5193 4.5194 2.8283 0.476
H 0.2564 3.7430 2.8028 0.358
H 0.5230 4.8255 1.4210 0.430
H -0.6556 2.0608 -0.5249 -0.602
H -2.7797 2.8001 -0.0489 1.224
H -3.4257 3.8703 2.0565 0.620
H -1.7817 4.2058 2.4971 0.088
H -3.3399 5.6492 0.2494 0.433
H -4.7158 -0.0988 -0.7241 0.519
H -4.1110 -1.2576 -2.7557 0.423
H -0.1152 -1.2082 -1.8096 0.688
H -0.5456 -0.0336 0.2967 0.519
H 1.0102 4.8441 -2.1338 0.831
H 1.5829 4.5302 -0.5320 0.515
H 0.8041 2.0246 -1.9621 -0.752
H 2.1816 2.3859 -0.9364 0.400
H 4.1172 2.0229 -2.1882 0.356
H 1.2381 0.9308 -4.0324 0.391
H 0.8179 -1.4192 -4.5270 0.470
H 2.5248 -3.1265 -4.1096 0.448
H 4.7167 -2.4431 -3.1202 0.437
H 5.1374 -0.1018 -2.6124 0.370
H -2.4423 4.4873 -1.3488 0.291
H -1.2142 5.1884 -2.3669 0.544
H -1.4975 3.9798 -6.3545 0.322
H -2.5524 2.6091 -6.7689 0.354
H -3.0338 3.7739 -5.4961 0.317
C 3.2271 -6.5905 4.0868 -1.237
C 2.5496 -6.7578 2.7247 -0.443
C 2.1125 -5.5011 1.9869 -0.829
N 1.0064 -4.6578 2.5794 0.713
C 1.4487 -3.9564 3.8232 -1.088
C 0.6244 -3.6099 1.5491 -0.562
C -0.4404 -4.2682 0.6946 -0.403
C -1.2553 -5.0755 1.7079 -0.596
C -0.2677 -5.4490 2.8220 -0.467
H 2.5094 -6.4668 4.8968 0.294
H 3.7989 -7.4866 4.3208 0.413
H 3.9183 -5.7464 4.0957 0.307
H 1.7291 -7.4721 2.8074 0.298
H 3.2666 -7.2306 2.0500 0.399
H 1.7569 -5.7897 0.9979 0.326
H 2.9595 -4.8277 1.8531 0.485
H 2.4064 -3.4781 3.6356 0.339
H 1.5268 -4.6685 4.6360 0.348
H 0.7003 -3.2103 4.0779 0.426
H 0.1982 -2.7593 2.0728 0.263
H 1.5121 -3.3067 0.9989 0.277
H 0.0048 -4.9153 -0.0622 0.394
H -1.0456 -3.5288 0.1733 0.211
H -1.7044 -5.9573 1.2570 0.421
H -2.0680 -4.4777 2.1182 0.153
H -0.0301 -6.5069 2.8240 0.157
H -0.6415 -5.1752 3.8045 0.435



Record 3
14
Properties=species:S:1:pos:R:3:nbo_charge:R:1 method="wB97M-V/def2-TZVPD" homo_energy_ev=-15.47 relative_energy_kcal_mol=77.16 total_charge=+1 gap_ha=0.39546 smiles=Cc1noc[n+]1C max_force_ev_per_a=6.5
C 1.8668 0.7968 0.1151 -0.667
C 0.7120 0.1646 -0.4736 0.381
N 0.9702 -0.5633 -1.7129 -0.026
O -0.1536 -1.2459 -1.9180 -0.178
C -1.0323 -1.0296 -0.9511 0.421
N -0.5518 -0.1795 -0.0747 -0.313
C -1.3848 0.0348 1.1246 -0.420
H 1.6407 1.7384 0.2311 0.245
H 2.1585 0.4200 1.0454 0.263
H 2.6502 0.7143 -0.6566 0.285
H -2.1095 -1.3095 -0.9721 0.261
H -2.0051 0.9684 0.9500 0.252
H -2.0262 -0.7650 1.3268 0.246
H -0.7352 0.2554 1.9660 0.252



Record 4
106
Properties=species:S:1:pos:R:3:nbo_charge:R:1 method="wB97M-V/def2-TZVPD" homo_energy_ev="-6.09 / -7.11" spin_multiplicity=4 gap_ha="0.16080 / 0.19414" max_force_ev_per_a=0.9
Mn 0.3186 -0.4329 0.3305 1.155
Cl -1.0753 -7.6512 6.0324 0.005
C -0.7442 -6.3667 4.9165 -0.059
C 0.5606 -6.1343 4.5126 -0.220
C 0.8214 -5.1052 3.6217 -0.198
C -0.2102 -4.3083 3.1352 -0.060
C -1.5136 -4.5584 3.5516 -0.200
C -1.7857 -5.5853 4.4426 -0.178
C 0.0833 -3.1415 2.2580 0.039
C 0.1683 -1.8997 2.8801 0.154
C 0.1378 -1.6763 4.2934 -0.220
C 0.6663 -0.4428 4.5032 -0.252
C 0.9600 0.1130 3.2152 0.259
C 1.4892 1.4032 2.9702 -0.080
C 2.5395 1.9386 3.8445 0.012
C 3.2139 1.0905 4.7435 -0.186
C 4.2708 1.5268 5.5183 -0.233
C 4.7192 2.8310 5.3966 -0.034
Cl 6.0638 3.3763 6.3382 0.013
C 4.1111 3.6863 4.4931 -0.218
C 3.0478 3.2428 3.7312 -0.199
C 0.9919 2.0921 1.8388 0.166
N 0.5086 1.4853 0.7115 -0.567
C 0.0787 2.4922 -0.1215 0.123
C -0.1926 2.3337 -1.4843 0.053
C -0.6105 3.5418 -2.2384 -0.078
C -1.7771 4.2207 -1.8883 -0.134
C -2.1470 5.3868 -2.5376 -0.246
C -1.3467 5.8827 -3.5538 -0.037
Cl -1.7870 7.3555 -4.3532 0.008
C -0.1921 5.2182 -3.9331 -0.221
C 0.1711 4.0566 -3.2719 -0.194
C 0.0340 1.1373 -2.1689 0.139
C -0.0369 0.9671 -3.5880 -0.222
C 0.3354 -0.3059 -3.8569 -0.231
C 0.5826 -0.9479 -2.5980 0.137
N 0.3944 -0.0519 -1.5800 -0.547
C 0.8122 -2.3231 -2.4448 0.034
C 0.7962 -2.9684 -1.2056 0.112
C 0.8477 -4.3904 -1.0104 -0.238
C 0.5598 -4.6210 0.2941 -0.187
C 0.3891 -3.3441 0.9159 0.127
N 0.5731 -2.3465 -0.0067 -0.524
C 0.8863 -3.1458 -3.6802 -0.092
C 1.8915 -2.9412 -4.6243 -0.181
C 1.9097 -3.6528 -5.8122 -0.239
C 0.9088 -4.5770 -6.0659 -0.023
Cl 0.8956 -5.4346 -7.5720 0.005
C -0.0913 -4.8123 -5.1371 -0.253
C -0.0965 -4.0966 -3.9512 -0.125
C 0.1930 3.7489 0.5492 -0.213
C 0.7895 3.5038 1.7447 -0.245
N 0.5920 -0.7570 2.2379 -0.571
H 1.3656 -6.7403 4.9053 0.229
H 1.8399 -4.9108 3.3079 0.224
H -2.3190 -3.9375 3.1767 0.231
H -2.7964 -5.7701 4.7803 0.222
H -0.2336 -2.3756 5.0241 0.239
H 0.7864 0.0692 5.4441 0.234
H 2.9359 0.0508 4.8104 0.226
H 4.7618 0.8469 6.2011 0.230
H 4.4780 4.6970 4.3773 0.228
H 2.6316 3.9316 3.0152 0.219
H -2.4088 3.8204 -1.1050 0.223
H -3.0500 5.9107 -2.2557 0.231
H 0.4238 5.6111 -4.7304 0.229
H 1.0925 3.5576 -3.5413 0.225
H -0.3523 1.7151 -4.2946 0.236
H 0.3954 -0.7865 -4.8177 0.235
H 1.0908 -5.1111 -1.7731 0.235
H 0.4796 -5.5659 0.8072 0.228
H 2.6681 -2.2150 -4.4188 0.225
H 2.6899 -3.4881 -6.5428 0.231
H -0.8677 -5.5357 -5.3447 0.232
H -0.8937 -4.2623 -3.2374 0.220
H -0.1006 4.7061 0.1546 0.237
H 0.9790 4.2209 2.5250 0.224
Te -3.6239 -0.1564 -1.7207 0.362
C -4.0443 -1.6559 -3.1880 -0.245
C -3.3547 -1.6866 -4.3961 -0.262
C -3.5197 -2.7516 -5.2707 -0.162
C -4.3855 -3.7876 -4.9513 -0.234
C -5.1117 -3.7394 -3.7690 -0.215
C -4.9456 -2.6757 -2.8926 -0.248
H -2.6874 -0.8746 -4.6483 0.222
H -2.9686 -2.7752 -6.2035 0.207
H -4.4990 -4.6274 -5.6257 0.213
H -5.8072 -4.5344 -3.5295 0.214
H -5.5166 -2.6335 -1.9735 0.224
C -3.7061 -0.2797 4.0780 -0.220
C -2.7939 0.6940 3.6547 -0.205
C -2.1297 0.5479 2.4614 -0.206
C -2.3606 -0.5631 1.6165 -0.048
C -1.6028 -0.7784 0.4170 -0.134
C -2.2394 -1.6496 -0.5593 -0.413
C -3.1192 -2.7026 -0.0576 -0.200
C -3.6298 -2.6404 1.1826 -0.211
C -3.3357 -1.5163 2.0293 -0.092
C -3.9680 -1.3637 3.2703 -0.192
H -4.2085 -0.1730 5.0310 0.212
H -2.6141 1.5640 4.2744 0.212
H -1.4355 1.3083 2.1270 0.212
H -1.6247 -1.9806 -1.3886 0.241
H -3.3648 -3.5161 -0.7289 0.221
H -4.2936 -3.4121 1.5563 0.211
H -4.6779 -2.1196 3.5894 0.207